(1)
The following is a quantum chemistry calculation of C20H37CrF3NO15 as an isolated structure in a non-equilibrium geometry, from the Open Molecules 2025 dataset.

Its multiplicity is 5. The net charge is +1. Its expectation value of S² is 6.01. Its HOMO energy (alpha / beta) is -10.2 / -10.3 eV.

Structure (XYZ):
```
77
C20H37CrF3NO15 (ωB97M-V with the def2-TZVPD basis set)
Cr 2.59923 -0.34179 -0.47226
C -1.34374 -1.48660 0.31400
C -0.79399 -0.65276 -0.83246
O 0.57311 -0.69041 -1.03913
H -0.75153 -1.57394 1.22055
H -1.53859 -2.48643 -0.09088
H -2.30427 -1.01150 0.52400
H -1.04116 0.38290 -0.52365
H -1.39974 -0.75225 -1.74451
C -7.82489 2.68296 1.31567
C -6.66394 3.53388 1.83267
O -5.52589 3.54916 0.96169
C -4.62234 2.61382 1.14681
O -4.69114 1.69076 1.90153
C -3.31572 2.80093 0.32364
F -2.27157 2.27481 0.99246
F -3.28205 2.07252 -0.81751
F -3.15214 4.08351 0.02151
H -8.00330 3.00155 0.28702
H -8.68208 2.85048 1.96135
H -7.53923 1.63238 1.27427
H -6.37769 3.18157 2.82390
H -7.07730 4.52975 1.98235
C 0.81095 -4.04581 -0.19961
O 2.19631 -4.48026 -0.16568
C 3.16712 -3.61150 -0.21596
O 2.99762 -2.40946 -0.11491
O 4.28397 -4.20998 -0.48695
C 5.46245 -3.44323 -0.79901
H 0.18448 -4.92528 -0.07846
H 0.68309 -3.48607 -1.11779
H 0.63033 -3.50950 0.73179
H 5.16310 -2.55400 -1.33775
H 6.05780 -4.13377 -1.39471
H 6.04614 -3.35518 0.11638
C 2.67480 4.56473 1.74940
O 2.57580 3.17295 1.32281
C 1.93413 2.78977 0.23885
O 2.02299 1.68333 -0.21881
O 1.12675 3.75058 -0.19447
C 0.15011 3.40413 -1.16443
H 2.56059 5.19058 0.86858
H 3.72041 4.65393 2.03314
H 1.97172 4.69783 2.56183
H -0.73422 4.00007 -0.96067
H -0.15152 2.36531 -1.32560
H 0.42665 3.60792 -2.20501
C 3.42602 -2.61561 3.18325
O 2.41297 -1.74647 3.66148
C 1.82252 -0.87357 2.87405
O 2.18161 -0.54791 1.76015
O 0.85410 -0.29259 3.53364
C 0.09551 0.72751 2.87197
H 3.11095 -3.08965 2.25678
H 3.44221 -3.45735 3.87755
H 4.41953 -2.17579 3.20387
H -0.80083 0.30393 2.42956
H 0.81123 1.30053 2.28479
H -0.25986 1.44275 3.61646
C 1.03941 -1.17967 -4.17427
O 2.33884 -1.68158 -4.50671
C 3.30703 -1.40697 -3.69432
O 3.11385 -0.97940 -2.57224
O 4.47576 -1.79815 -4.15278
C 5.63530 -1.06017 -3.79301
H 0.26037 -1.16961 -4.92961
H 1.12147 -0.20241 -3.70102
H 0.65991 -1.82255 -3.37463
H 6.32578 -1.07026 -4.63739
H 6.19058 -1.52896 -2.98430
H 5.38090 -0.01192 -3.64374
C -4.95205 -1.11029 -0.24611
C -6.26505 -1.08881 0.34949
N -7.30320 -1.02340 0.83265
H -4.37809 -0.19241 -0.14977
H -5.02507 -1.30158 -1.31958
H -4.37330 -1.95002 0.13785
```

(2)
The following is a quantum chemistry calculation of a 4-piece molecular cluster, C5H18NO4 overall in a non-equilibrium geometry, from the Open Molecules 2025 dataset.

Its multiplicity is 2. Its expectation value of S² is 0.75. Its HOMO energy (alpha / beta) is -9.9 / -9.9 eV.

Structure (XYZ):
```
28
C5H18NO4 (ωB97M-V with the def2-TZVPD basis set)
C 0.89352 -2.77847 -1.17636
C 0.06099 -2.04446 -0.14506
N -0.06442 -0.63251 -0.51590
C -2.05205 0.04936 0.84236
C -0.56853 0.22869 0.54566
C -0.22639 1.72695 0.16619
O 0.09325 2.38298 1.30994
H 1.81222 -2.22007 -1.37961
H 0.37739 -2.94040 -2.12020
H 1.22101 -3.75499 -0.82405
H 0.52334 -2.07764 0.85432
H -0.90167 -2.55778 -0.01334
H -0.61763 -0.52121 -1.35872
H -2.35831 0.78325 1.58791
H -2.64096 0.19291 -0.07231
H -2.27832 -0.96360 1.19363
H 0.01337 0.02107 1.45929
H 0.59171 1.74009 -0.55767
H -1.11544 2.21021 -0.26325
H -2.34594 2.38764 -1.94666
H -1.74192 1.00876 -1.95335
O -2.38519 1.54994 -2.41565
H 2.37480 1.50589 2.73549
H 1.42161 2.19842 1.64647
O 2.41891 1.93265 1.86358
H 1.91143 -0.15502 -0.25608
H 2.76470 0.73191 0.72739
O 2.81852 -0.00457 0.06598
```